DFT (ωB97M-V/def2-TZVPD) results for a cluster of 2 separate species, C28H34N2O3 in total in a non-equilibrium geometry.

Results
Gap between HOMO and LUMO: 1.921 eV
HOMO level: -4.418 eV
Energy relative to the best compared isomer or geometry (same formula, charge and spin): 0.0 kJ/mol
Calculated total energy: -1422.469246 Eh

The geometry in ORCA input format:
```
! wB97M-V def2-TZVPD RIJCOSX def2/J DEFGRID3
* xyz 0 1
C -3.462 0.187 -0.182
C -3.142 0.253 1.291
O -2.572 1.523 1.626
C -2.313 1.548 2.962
C -1.662 2.806 3.362
C -1.448 3.002 4.779
O -1.790 2.227 5.662
C -0.709 4.314 5.215
C -0.844 5.456 4.230
C -0.489 4.987 2.820
C -1.417 3.850 2.356
O -2.587 0.603 3.685
H -3.921 -0.787 -0.379
H -4.177 0.965 -0.474
H -2.560 0.270 -0.801
H -4.054 0.114 1.886
H -2.430 -0.540 1.562
H -1.079 4.610 6.205
H 0.355 4.049 5.336
H -1.872 5.837 4.250
H -0.185 6.275 4.534
H -0.559 5.819 2.111
H 0.546 4.623 2.802
H -0.995 3.372 1.459
H -2.384 4.293 2.042
C 3.516 2.234 -5.706
N 2.193 1.700 -5.517
C 1.076 2.240 -6.267
C -0.160 1.528 -5.670
C 0.393 0.650 -4.604
C 1.806 0.777 -4.601
C 2.594 -0.014 -3.743
C 1.965 -0.895 -2.879
C 0.533 -0.936 -2.753
C -0.188 -1.689 -1.794
C 0.284 -2.426 -0.680
C -0.623 -3.356 -0.068
C -0.215 -4.140 0.982
C 1.112 -4.044 1.473
N 1.311 -4.956 2.457
C 2.538 -5.211 3.165
C 0.112 -5.710 2.765
C -0.940 -5.170 1.771
C 2.005 -3.090 0.949
C 1.582 -2.273 -0.084
C -0.231 -0.170 -3.697
H 4.214 1.775 -5.001
H 3.868 2.050 -6.732
H 3.515 3.324 -5.552
H 1.018 3.331 -6.158
H 1.186 2.021 -7.339
H -0.874 2.259 -5.276
H -0.673 0.950 -6.447
H 3.680 0.058 -3.791
H 2.569 -1.586 -2.295
H -1.256 -1.808 -2.012
H -1.640 -3.455 -0.456
H 3.387 -4.790 2.618
H 2.520 -4.776 4.176
H 2.680 -6.295 3.275
H 0.284 -6.789 2.639
H -0.195 -5.545 3.808
H -1.790 -4.743 2.317
H -1.325 -5.979 1.140
H 3.003 -2.997 1.375
H 2.236 -1.480 -0.439
H -1.322 -0.231 -3.684
*
```